No. 1
Entry from the OMol25 dataset: a cluster of 2 separate species, C3H6N4O5 in total at a distorted geometry (ωB97M-V with the def2-TZVPD basis set).

Its structure (SMILES) is O=[N+]([O-])/N=[N+](\[O-])O.CCN=C=O. Its total charge is 0. The HOMO energy is -0.39921 Ha. For the HOMO-LUMO gap, the calculation gives 10.489 eV. The total energy is -19398.150 eV.

Each line ends with the natural charge from an NBO analysis.
Atoms and positions in Å:
C: -2.11939 -1.19852 0.52848  0.93
C: 1.09556 -0.16976 0.36538  -0.62
C: -0.03685 -0.49737 -0.61804  -0.21
N: -1.31445 -0.45585 0.03764  -0.64
N: -3.88349 0.04981 -0.31558  -0.29
N: -5.08677 -0.69146 -0.38775  0.63
N: -3.92103 1.28472 -0.06116  0.60
O: -5.12682 -1.44131 -1.31188  -0.34
O: -2.69593 1.82840 0.03692  -0.50
O: -2.88079 -1.84139 1.10951  -0.48
O: -5.87627 -0.53603 0.49067  -0.33
O: -4.85724 2.00756 0.05042  -0.33
H: 0.70182 -0.07810 1.37482  0.22
H: 1.84458 -0.95709 0.36775  0.22
H: 1.58129 0.76651 0.10531  0.22
H: -0.07515 0.24197 -1.42312  0.21
H: 0.11160 -1.48302 -1.06836  0.21
H: -2.00622 1.09435 0.01651  0.51

No. 2
Entry from the OMol25 dataset: the molecule C3H6N4S at a distorted geometry (ωB97M-V with the def2-TZVPD basis set).

Its structure (SMILES) is [H]/N=C1\NSC\C1=N\N. Its total charge is 0. The HOMO energy is -0.31472 Ha. For the HOMO-LUMO gap, the calculation gives 9.178 eV. The total energy is -20002.479 eV.

Each line ends with the natural charge from an NBO analysis.
Atoms and positions in Å:
C: 0.37778 0.36241 -0.23518  0.04
C: 1.71287 -0.25946 -0.63029  -0.56
C: -0.60589 -0.65329 0.21322  0.39
H: -1.60267 1.62267 0.62230  0.41
H: -0.83013 3.15762 0.22361  0.37
H: 2.17490 0.24036 -1.52480  0.25
H: 2.40053 -0.24294 0.20830  0.22
H: -0.13938 -2.58330 0.67434  0.40
H: -2.21086 -1.19259 1.00699  0.35
N: -0.93257 2.17787 0.08713  -0.61
N: 0.23634 1.63794 -0.25822  -0.16
N: -0.17362 -1.95299 -0.11922  -0.77
N: -1.66876 -0.35253 0.83447  -0.70
S: 1.26146 -1.96176 -1.10264  0.38

No. 3
Entry from the OMol25 dataset: the molecule C3H6N6 at a distorted geometry (ωB97M-V with the def2-TZVPD basis set).

Its structure (SMILES) is [H]/N=C/N=c1\nc(N)[nH][nH]1. Its total charge is 0. The HOMO energy is -0.30015 Ha. For the HOMO-LUMO gap, the calculation gives 8.482 eV. The total energy is -12147.213 eV.

Each line ends with the natural charge from an NBO analysis.
Atoms and positions in Å:
C: 1.55676 -0.23961 -0.07477  0.59
C: -0.47194 0.47039 -0.15359  0.54
C: -2.55524 -0.37568 0.04604  0.23
H: 3.55669 -0.59106 -0.23476  0.41
H: 2.53619 -2.03607 0.20661  0.43
H: -2.04223 -1.30818 -0.28466  0.14
H: -4.26711 -1.13484 0.09969  0.32
H: 0.17963 2.32250 -0.47614  0.39
H: 2.12744 1.38990 0.80900  0.39
N: 2.71518 -0.98418 0.12280  -0.81
N: 0.29455 -0.72118 -0.17376  -0.56
N: -1.79266 0.71520 -0.07561  -0.54
N: -3.83604 -0.19647 0.11865  -0.65
N: 0.31798 1.56735 0.10369  -0.42
N: 1.68079 1.12194 -0.03319  -0.46

No. 4
Entry from the OMol25 dataset: the ion C3H6NO2 with charge +1 at a distorted geometry (ωB97M-V with the def2-TZVPD basis set).

Its structure (SMILES) is COC=[N+]=CO. Its total charge is +1. The HOMO energy is -0.60455 Ha. For the HOMO-LUMO gap, the calculation gives 11.324 eV. The total energy is -8784.916 eV.

Each line ends with the natural charge from an NBO analysis.
Atoms and positions in Å:
C: -1.09913 2.46497 0.62252  0.55
C: 0.68814 -1.73592 -0.05456  -0.27
C: -0.52596 0.24331 0.22956  0.55
N: -1.01588 1.22853 0.90185  -0.48
O: -0.30119 3.03141 -0.20773  -0.58
O: 0.28181 -0.61011 0.71657  -0.38
H: -1.81716 3.10654 1.12427  0.23
H: 0.46170 -2.64117 0.51199  0.24
H: 1.77049 -1.67030 -0.18426  0.23
H: 0.18796 -1.76684 -1.02600  0.20
H: -0.93742 0.04740 -0.77686  0.19
H: 0.38721 2.49126 -0.62614  0.52

No. 5
Entry from the OMol25 dataset: the molecule C3H6NO2PS at a distorted geometry (ωB97M-V with the def2-TZVPD basis set).

Its structure (SMILES) is O=C1O[C@@H](P)CN1S. Its total charge is 0. The HOMO energy is -0.32356 Ha. For the HOMO-LUMO gap, the calculation gives 9.400 eV. The total energy is -28915.589 eV.

Each line ends with the natural charge from an NBO analysis.
Atoms and positions in Å:
C: 1.48752 1.51087 0.07596  0.87
C: 0.40822 -0.43488 0.60029  -0.26
C: -0.61848 0.69535 0.56479  -0.13
N: 1.45314 0.13854 -0.18292  -0.59
O: 2.43711 2.20932 -0.08442  -0.60
O: 0.27740 1.88893 0.49031  -0.49
P: -1.99183 1.07360 -0.76472  0.28
S: 3.01287 -0.59402 -0.37085  0.13
H: 0.65630 -0.71795 1.60507  0.19
H: 0.17160 -1.31114 0.05175  0.22
H: -1.30068 0.62896 1.35917  0.21
H: -2.53564 -0.36614 -0.73343  -0.02
H: -1.28803 0.59678 -1.90924  -0.01
H: 3.56235 0.58953 -0.96976  0.19

No. 6
Entry from the OMol25 dataset: a cluster of 2 separate species, C3H6NO2S in total at a distorted geometry (ωB97M-V with the def2-TZVPD basis set).

Its total charge is -1. The HOMO energy is -0.10210 Ha. For the HOMO-LUMO gap, the calculation gives 6.220 eV. The total energy is -19625.753 eV.

Each line ends with the natural charge from an NBO analysis.
Atoms and positions in Å:
C: 0.12977 0.13308 -1.03788  -0.25
C: -0.35955 -1.20614 -0.43755  -0.48
C: 0.35537 1.22686 1.05865  0.54
N: 0.94094 0.90797 -0.06588  -0.13
O: 2.23401 0.94270 -0.42850  -0.73
O: -0.81659 1.31261 1.38418  -0.73
S: -1.99608 -1.29287 0.44532  -0.20
H: 0.59480 -0.19390 -2.00177  0.22
H: -0.76603 0.53703 -1.40182  0.20
H: -0.55310 -2.06422 -1.02506  0.20
H: 0.31436 -1.58873 0.20757  0.20
H: 1.48534 1.62265 1.96203  -0.02
H: -1.56323 -0.33703 1.34071  0.20